No. 1
This record from OMol25 describes a molecular structure, C39H40GeIIrN6O2. The level of theory is ωB97M-V/def2-TZVPD.

Output
Energy above the lowest of the compared OMol25 structures with the same formula, charge and spin ... 10.8 kcal/mol
E_HOMO (spin up / spin down) ... -6.42 / -6.42 eV
Orbital gap (spin up / spin down) ... 5.4 / 5.4 eV

Element x y z (Å)
1 Ir -1.166 -0.786 0.848
2 C -3.608 2.827 -0.027
3 C -3.192 2.730 1.405
4 N -3.331 3.780 2.188
5 C -2.921 3.711 3.450
6 C -2.276 2.619 3.988
7 C -1.821 2.654 5.421
8 O -0.411 2.758 5.536
9 C -2.054 1.469 3.179
10 C -1.323 0.378 3.664
11 N -1.076 -0.785 3.037
12 C -0.561 -1.812 3.768
13 C -0.675 -1.900 5.181
14 C -0.118 -2.929 5.902
15 C 0.588 -3.944 5.268
16 C 0.682 -3.926 3.887
17 C 0.105 -2.898 3.170
18 I 0.225 -3.009 1.023
19 C -2.628 1.512 1.857
20 O -2.630 0.490 1.067
21 H -4.168 3.740 -0.199
22 H -4.211 1.962 -0.295
23 H -2.726 2.823 -0.668
24 H -3.129 4.587 4.051
25 H -2.094 1.731 5.943
26 H -2.314 3.491 5.936
27 H -0.146 3.595 5.138
28 H -0.846 0.527 4.627
29 H -1.247 -1.155 5.713
30 H -0.238 -2.947 6.976
31 H 1.028 -4.750 5.833
32 H 1.197 -4.714 3.360
33 C 1.963 0.026 2.006
34 N 1.039 0.533 0.971
35 C 1.756 0.495 -0.316
36 N 2.975 1.276 -0.279
37 C 3.837 0.754 0.773
38 N 3.182 0.806 2.075
39 C 2.836 2.194 2.357
40 N 1.957 2.747 1.332
41 C 0.749 1.942 1.282
42 C 2.630 2.655 0.041
43 H 2.237 -1.007 1.768
44 H 1.469 0.055 2.980
45 H 1.102 0.888 -1.098
46 H 2.001 -0.543 -0.548
47 H 4.750 1.352 0.812
48 H 4.092 -0.285 0.542
49 H 3.754 2.786 2.407
50 H 2.331 2.246 3.325
51 H 0.081 2.343 0.514
52 H 0.260 1.998 2.256
53 H 3.544 3.254 0.065
54 H 1.966 3.043 -0.737
55 C -1.439 -0.783 -1.160
56 Ge -0.444 -1.040 -2.779
57 C 0.059 0.771 -3.468
58 C 0.990 0.979 -4.474
59 C 1.263 2.258 -4.928
60 C 0.595 3.345 -4.392
61 C -0.351 3.148 -3.401
62 C -0.607 1.870 -2.941
63 C 1.123 -2.231 -2.546
64 C 2.440 -1.808 -2.656
65 C 3.487 -2.697 -2.475
66 C 3.229 -4.026 -2.182
67 C 1.920 -4.463 -2.067
68 C 0.880 -3.566 -2.241
69 C -1.633 -1.862 -4.153
70 C -1.264 -3.012 -4.835
71 C -2.114 -3.591 -5.759
72 C -3.349 -3.022 -6.014
73 C -3.724 -1.868 -5.348
74 C -2.872 -1.295 -4.421
75 H -2.493 -0.596 -1.381
76 H 1.498 0.130 -4.911
77 H 1.997 2.407 -5.707
78 H 0.811 4.342 -4.744
79 H -0.889 3.990 -2.990
80 H -1.338 1.705 -2.159
81 H 2.649 -0.772 -2.888
82 H 4.508 -2.351 -2.569
83 H 4.047 -4.719 -2.044
84 H 1.711 -5.500 -1.845
85 H -0.143 -3.910 -2.165
86 H -0.293 -3.451 -4.646
87 H -1.811 -4.490 -6.278
88 H -4.018 -3.479 -6.729
89 H -4.685 -1.416 -5.552
90 H -3.166 -0.388 -3.909

Löwdin population analysis, charges in e, atoms 1 to 6: number 1, Ir, carries 0.77; number 2, C, carries -0.01; number 3, C, carries -0.26; number 4, N, carries 0.12; number 5, C, carries -0.12; number 6, C, carries -0.15

---

No. 2
This record from OMol25 describes a molecular structure, C63H38Cl4N12SeTi. The level of theory is ωB97M-V/def2-TZVPD.

Output
Energy above the lowest of the compared OMol25 structures with the same formula, charge and spin ... 33.1 kcal/mol
E_HOMO ... -11.76 eV
Charge ... +2
Orbital gap ... 5.3 eV

Element x y z (Å)
1 Ti 0.359 0.799 -0.218
2 Cl 9.517 2.875 -1.824
3 C 7.879 2.428 -1.518
4 C 7.573 1.666 -0.400
5 C 6.251 1.341 -0.139
6 C 5.236 1.770 -0.989
7 C 5.562 2.507 -2.122
8 C 6.881 2.840 -2.388
9 C 3.807 1.464 -0.694
10 C 3.085 2.332 0.099
11 C 3.668 3.392 0.860
12 C 2.777 3.726 1.826
13 C 1.607 2.927 1.615
14 C 0.383 3.075 2.304
15 C 0.323 3.370 3.741
16 C -0.898 3.547 4.409
17 C -0.953 3.821 5.762
18 C 0.219 3.879 6.504
19 Cl 0.161 4.244 8.180
20 C 1.434 3.603 5.893
21 C 1.479 3.348 4.536
22 C -0.751 3.091 1.463
23 N -0.783 2.473 0.239
24 C -1.779 3.097 -0.485
25 C -2.146 2.769 -1.778
26 C -3.099 3.630 -2.525
27 C -2.634 4.312 -3.649
28 C -3.469 5.161 -4.356
29 C -4.787 5.315 -3.952
30 Cl -5.831 6.372 -4.827
31 C -5.273 4.624 -2.853
32 C -4.425 3.794 -2.136
33 C -1.628 1.653 -2.433
34 C -2.268 1.052 -3.560
35 C -1.585 -0.080 -3.855
36 C -0.466 -0.146 -2.966
37 N -0.542 0.898 -2.047
38 C 0.599 -1.041 -3.086
39 C 1.736 -0.920 -2.280
40 C 3.020 -1.440 -2.620
41 C 3.949 -0.659 -1.999
42 C 3.243 0.314 -1.243
43 N 1.883 0.078 -1.332
44 C 0.666 -1.946 -4.264
45 C 0.488 -1.441 -5.555
46 C 0.560 -2.267 -6.663
47 C 0.820 -3.619 -6.499
48 Cl 0.884 -4.657 -7.871
49 C 1.035 -4.137 -5.231
50 C 0.964 -3.301 -4.129
51 C -2.381 4.120 0.309
52 C -1.784 4.088 1.525
53 N 1.776 2.124 0.515
54 H 8.365 1.336 0.259
55 H 6.005 0.750 0.736
56 H 4.781 2.829 -2.802
57 H 7.137 3.420 -3.265
58 H 4.651 3.808 0.694
59 H 2.873 4.507 2.562
60 H -1.833 3.453 3.877
61 H -1.904 3.988 6.250
62 H 2.339 3.583 6.486
63 H 2.434 3.104 4.095
64 H -1.604 4.184 -3.960
65 H -3.103 5.699 -5.220
66 H -6.310 4.730 -2.562
67 H -4.811 3.239 -1.288
68 H -3.160 1.433 -4.032
69 H -1.836 -0.814 -4.604
70 H 3.205 -2.248 -3.308
71 H 5.024 -0.718 -2.078
72 H 0.320 -0.381 -5.698
73 H 0.416 -1.862 -7.657
74 H 1.259 -5.189 -5.110
75 H 1.139 -3.716 -3.143
76 H -3.147 4.800 -0.029
77 H -1.955 4.777 2.336
78 N -1.403 -4.458 -1.956
79 C -0.498 -3.663 -1.362
80 N -0.726 -2.462 -0.949
81 C -1.990 -1.931 -1.125
82 N -2.348 -0.857 -0.505
83 N -1.399 -0.280 0.315
84 C -1.681 -0.178 1.549
85 C -0.562 0.087 2.455
86 C -0.688 0.020 3.828
87 C 0.462 -0.041 4.597
88 C 1.697 -0.017 3.964
89 C 1.736 0.114 2.590
90 N 0.633 0.156 1.845
91 C -2.958 -2.645 -1.948
92 C -4.195 -2.109 -2.318
93 C -5.106 -2.879 -3.004
94 C -4.801 -4.204 -3.328
95 C -3.580 -4.745 -2.988
96 C -2.655 -3.958 -2.305
97 H -1.166 -5.404 -2.205
98 H 0.494 -4.082 -1.207
99 H -2.649 -0.466 1.941
100 H -1.671 -0.016 4.281
101 H 0.397 -0.120 5.675
102 H 2.616 -0.102 4.526
103 H 2.681 0.159 2.061
104 H -4.421 -1.088 -2.036
105 H -6.066 -2.465 -3.283
106 H -5.527 -4.815 -3.849
107 H -3.337 -5.771 -3.240
108 Se -2.051 -4.418 2.888
109 N -0.703 -5.534 2.921
110 C 0.350 -4.871 2.487
111 C 1.665 -5.406 2.366
112 C 2.617 -4.591 1.860
113 C 2.288 -3.249 1.484
114 N 1.120 -2.681 1.597
115 C 0.123 -3.483 2.106
116 N -1.119 -3.062 2.264
117 H 1.870 -6.422 2.682
118 H 3.638 -4.932 1.749
119 H 3.070 -2.615 1.065

Löwdin population analysis, charges in e, atoms 1 to 6: number 1, Ti, carries 1.23; number 2, Cl, carries 0.72; number 3, C, carries -0.67; number 4, C, carries -0.08; number 5, C, carries -0.02; number 6, C, carries -0.23

---

No. 3
This record from OMol25 describes a molecular structure, C32H46As3N4O6PbSe. The level of theory is ωB97M-V/def2-TZVPD.

Output
Energy above the lowest of the compared OMol25 structures with the same formula, charge and spin ... 36.4 kcal/mol
E_HOMO ... -10.10 eV
Charge ... +1
Orbital gap ... 6.7 eV

Element x y z (Å)
1 Pb -0.718 -0.232 0.488
2 O 0.827 0.957 -1.452
3 C 0.356 1.109 -2.676
4 O 0.634 2.004 -3.436
5 C -0.582 -0.017 -3.029
6 C -0.952 -0.257 -4.338
7 C -1.738 -1.374 -4.601
8 C -2.111 -2.205 -3.560
9 C -1.712 -1.875 -2.269
10 N -0.977 -0.798 -2.022
11 C -2.035 -2.779 -1.079
12 O -2.543 -3.860 -1.308
13 O -1.703 -2.312 0.075
14 H 1.517 1.658 -1.057
15 H -0.610 0.407 -5.119
16 H -2.039 -1.599 -5.616
17 H -2.692 -3.103 -3.708
18 C -2.750 -2.348 3.226
19 As -0.845 -2.015 3.003
20 C -0.352 -1.748 4.874
21 C -0.307 -3.868 2.678
22 C 1.131 -4.146 2.214
23 C 2.133 -3.410 3.109
24 C 1.354 -3.778 0.743
25 As 1.512 -1.923 0.145
26 C 1.874 -2.314 -1.722
27 C 3.261 -1.301 0.709
28 C 1.408 -5.658 2.369
29 As 0.572 -7.136 1.326
30 C -1.221 -6.505 0.838
31 C 1.415 -6.889 -0.434
32 H -2.909 -3.150 3.947
33 H -3.163 -2.633 2.261
34 H -3.242 -1.444 3.584
35 H -0.598 -2.639 5.452
36 H -0.913 -0.902 5.269
37 H 0.710 -1.537 4.968
38 H -1.022 -4.229 1.942
39 H -0.496 -4.402 3.614
40 H 1.981 -2.327 3.083
41 H 3.159 -3.612 2.794
42 H 2.031 -3.736 4.147
43 H 0.539 -4.176 0.135
44 H 2.279 -4.246 0.393
45 H 2.743 -2.968 -1.784
46 H 2.074 -1.388 -2.258
47 H 1.015 -2.814 -2.166
48 H 3.990 -2.106 0.618
49 H 3.226 -0.942 1.734
50 H 3.545 -0.477 0.054
51 H 1.222 -5.928 3.412
52 H 2.477 -5.836 2.208
53 H -1.840 -6.405 1.728
54 H -1.658 -7.288 0.218
55 H -1.244 -5.575 0.270
56 H 2.498 -6.824 -0.319
57 H 1.051 -6.013 -0.970
58 H 1.196 -7.775 -1.029
59 C 1.504 4.854 -2.061
60 N 1.305 4.983 -0.617
61 C 2.212 5.568 0.222
62 C 1.775 5.369 1.490
63 N 0.601 4.667 1.402
64 C -0.167 4.168 2.542
65 C 0.329 4.428 0.110
66 Se -1.185 3.501 -0.533
67 H 1.781 5.826 -2.462
68 H 0.590 4.494 -2.521
69 H 2.291 4.123 -2.232
70 H 3.090 6.065 -0.149
71 H 2.194 5.666 2.434
72 H -1.222 4.385 2.399
73 H 0.190 4.674 3.434
74 H -0.014 3.094 2.631
75 O 2.432 2.343 -0.228
76 C 2.274 1.999 0.979
77 O 1.320 1.353 1.453
78 H 3.074 2.321 1.672
79 C -4.349 4.024 -1.996
80 C -3.202 4.701 -2.057
81 C -2.454 5.081 -0.816
82 C -1.635 6.308 -0.941
83 C -1.223 6.721 -2.148
84 C -1.642 6.039 -3.375
85 C -2.583 5.090 -3.324
86 C -0.298 7.817 -2.237
87 N 0.495 8.648 -2.273
88 H -4.859 3.707 -2.896
89 H -4.812 3.778 -1.048
90 H -3.093 5.089 0.062
91 H -1.325 6.830 -0.044
92 H -1.209 6.354 -4.314
93 H -2.944 4.627 -4.233

Löwdin population analysis, charges in e, atoms 1 to 6: number 1, Pb, carries 1.12; number 2, O, carries -0.11; number 3, C, carries -0.52; number 4, O, carries 0.11; number 5, C, carries -0.18; number 6, C, carries 0.03

---

No. 4
This record from OMol25 describes 3 unconnected molecules or ions with the total composition C26H29FIN4O8S. The level of theory is ωB97M-V/def2-TZVPD.

Output
E_HOMO ... -11.97 eV
Charge ... +1
Orbital gap ... 7.4 eV

Element x y z (Å)
1 C 2.612 -0.715 2.125
2 C 2.791 0.814 2.145
3 N 2.821 1.377 0.803
4 O 1.670 2.233 0.631
5 C 0.941 1.889 -0.442
6 O 1.347 1.826 -1.545
7 C -0.469 1.515 -0.064
8 C -1.283 2.368 0.710
9 S -0.693 3.944 1.264
10 O -0.127 3.815 2.550
11 O -0.007 4.565 0.199
12 F -2.064 4.643 1.429
13 C -2.560 2.004 1.034
14 N -3.073 0.819 0.633
15 C -4.456 0.453 0.985
16 I -4.378 -0.334 3.016
17 C -5.454 1.601 0.826
18 C -6.758 1.387 1.601
19 C -2.319 -0.046 -0.078
20 N -2.870 -1.230 -0.498
21 C -2.467 -2.359 -0.038
22 C -1.517 -2.561 1.098
23 C -3.043 -3.577 -0.686
24 C -0.995 0.300 -0.471
25 N -0.221 -0.562 -1.261
26 H 3.555 -1.228 1.989
27 H 1.962 -0.988 1.289
28 H 2.119 -1.067 3.026
29 H 3.715 1.047 2.664
30 H 1.972 1.229 2.723
31 H 2.805 0.638 0.109
32 H -3.158 2.669 1.626
33 H -4.787 -0.371 0.373
34 H -5.738 1.655 -0.222
35 H -5.050 2.557 1.136
36 H -6.685 1.745 2.619
37 H -7.086 0.353 1.575
38 H -7.546 1.966 1.129
39 H -0.665 -1.887 1.088
40 H -1.122 -3.569 1.037
41 H -2.040 -2.505 2.046
42 H -3.153 -3.429 -1.752
43 H -2.431 -4.439 -0.450
44 H -4.009 -3.757 -0.215
45 H 0.539 -0.914 -0.687
46 H -0.756 -1.343 -1.624
47 C -2.621 1.231 -6.374
48 C -2.769 0.129 -5.643
49 C -1.871 -0.158 -4.501
50 O -2.006 -1.168 -3.831
51 C -0.803 0.823 -4.199
52 C -0.650 1.926 -4.927
53 C -1.550 2.219 -6.074
54 O -1.418 3.222 -6.737
55 H -3.263 1.462 -7.214
56 H -3.542 -0.603 -5.845
57 H -0.160 0.586 -3.362
58 H 0.124 2.654 -4.723
59 C 6.780 -0.967 1.852
60 C 7.953 -0.696 2.416
61 C 8.823 -1.781 2.944
62 O 9.888 -1.535 3.460
63 C 8.331 -3.177 2.813
64 C 7.157 -3.445 2.247
65 C 6.292 -2.362 1.723
66 O 5.219 -2.608 1.205
67 H 6.133 -0.192 1.459
68 H 8.330 0.313 2.519
69 H 8.979 -3.951 3.202
70 H 6.780 -4.454 2.142

Löwdin population analysis, charges in e, atoms 1 to 6: number 1, C, carries -0.06; number 2, C, carries -0.22; number 3, N, carries 0.03; number 4, O, carries -0.02; number 5, C, carries -0.47; number 6, O, carries 0.22